Computed, not measured: a 7-piece molecular cluster, C32H67F6N3O6 overall in a non-equilibrium geometry, with the ωB97M-V functional and the def2-TZVPD basis.

## Properties
Gap between HOMO and LUMO, eV: 8.567

Geometry as XYZ:
```
114
Properties=species:S:1:pos:R:3:mulliken_charge:R:1
C -6.613 6.239 11.928 -1.077
C -7.483 6.555 10.694 0.546
O -6.638 7.211 9.847 -0.302
C -6.485 6.940 8.475 0.505
O -7.306 6.263 7.804 -0.466
C -5.348 7.694 7.839 0.707
F -5.115 8.807 8.548 -0.197
F -4.255 6.925 7.940 -0.218
F -5.589 7.957 6.590 -0.242
H -7.152 5.637 12.659 0.332
H -6.289 7.174 12.387 0.131
H -5.683 5.699 11.752 0.339
H -8.204 7.303 11.023 0.223
H -8.087 5.796 10.197 -0.312
C -11.630 6.259 12.750 -1.208
C -11.441 5.384 11.491 0.109
O -11.386 6.263 10.364 -0.236
C -10.812 5.843 9.180 0.400
O -10.276 4.718 8.966 -0.565
C -10.983 6.896 8.104 0.843
F -11.811 7.864 8.450 -0.246
F -9.821 7.331 7.755 -0.157
F -11.467 6.274 6.996 -0.277
H -11.446 5.581 13.584 0.409
H -12.560 6.823 12.816 0.337
H -10.746 6.896 12.789 0.277
H -12.224 4.627 11.445 0.364
H -10.549 4.776 11.638 -0.035
C -5.258 5.490 4.204 -1.308
C -4.232 4.757 5.065 -0.039
N -3.534 3.726 4.283 0.005
C -2.587 4.327 3.296 -0.509
C -1.358 5.073 3.952 -0.911
C -2.872 2.865 5.239 1.060
C -1.840 1.846 4.633 -1.589
H -4.842 5.729 3.225 0.332
H -5.656 6.296 4.820 0.247
H -6.050 4.781 3.963 0.332
H -3.534 5.390 5.612 0.183
H -4.941 4.451 5.835 0.299
H -2.239 3.489 2.693 0.379
H -3.090 5.039 2.643 0.386
H -1.592 5.439 4.952 0.102
H -0.397 4.601 4.157 0.299
H -1.218 6.005 3.404 0.353
H -3.699 2.249 5.590 -0.302
H -2.311 3.333 6.048 -0.285
H -2.204 1.331 3.744 0.404
H -1.608 1.047 5.337 0.313
H -0.916 2.386 4.425 0.210
C -4.458 10.653 13.724 -1.297
C -5.959 10.890 13.764 -0.714
N -6.497 11.647 12.621 0.258
C -6.794 10.751 11.444 -0.314
C -6.520 11.578 10.151 -1.514
C -7.658 12.444 13.008 -0.723
C -7.308 13.870 13.415 -1.225
H -4.013 11.478 14.282 0.367
H -4.113 10.457 12.709 0.302
H -4.212 9.871 14.441 0.378
H -6.434 9.913 13.671 0.348
H -6.237 11.217 14.766 0.516
H -6.224 9.822 11.405 0.314
H -7.866 10.559 11.406 0.280
H -7.353 12.279 10.094 0.363
H -5.650 12.228 10.243 0.368
H -6.677 11.032 9.221 0.399
H -8.126 11.986 13.880 0.447
H -8.440 12.456 12.249 0.488
H -8.252 14.379 13.608 0.380
H -6.744 14.195 12.540 0.325
H -6.744 13.870 14.348 0.245
C 0.716 0.792 7.404 -1.336
C 0.054 1.782 8.357 -0.448
N -1.366 1.980 8.104 0.835
C -2.176 0.785 8.294 -0.442
C -2.302 0.263 9.671 -1.340
C -1.966 3.045 8.848 -0.541
C -1.406 4.462 8.535 -1.529
H 0.408 -0.253 7.454 0.300
H 1.794 0.849 7.556 0.450
H 0.563 1.155 6.388 0.210
H 0.168 1.526 9.411 0.356
H 0.617 2.707 8.228 0.340
H -3.154 1.004 7.865 -0.036
H -1.773 0.028 7.621 0.538
H -2.459 -0.808 9.793 0.416
H -1.488 0.562 10.332 0.217
H -3.242 0.520 10.161 0.278
H -1.819 2.879 9.915 0.542
H -3.036 3.081 8.648 0.135
H -2.037 5.300 8.830 0.367
H -1.201 4.580 7.471 0.343
H -0.394 4.566 8.925 0.438
C -6.330 1.269 6.967 -1.000
C -6.752 2.074 8.185 0.984
C -7.968 2.924 7.975 -0.840
O -6.100 1.943 9.206 -0.567
H -5.557 1.711 6.338 -0.141
H -7.166 0.813 6.437 0.438
H -5.899 0.340 7.339 0.378
H -7.930 3.686 7.196 0.343
H -8.248 3.325 8.949 -0.086
H -8.842 2.278 7.894 0.459
C -8.509 1.379 14.972 -1.175
C -8.593 2.690 14.138 0.686
C -7.748 2.664 12.826 -0.426
O -9.285 3.641 14.475 -0.549
H -7.485 1.006 14.975 0.337
H -9.308 0.722 14.628 0.307
H -8.734 1.555 16.024 0.365
H -8.195 3.418 12.177 -0.323
H -7.959 1.652 12.481 0.430
H -6.696 2.872 13.017 0.355
```